{
  "formula": "H4IO2",
  "method": "wB97M-V/def2-TZVPD",
  "symbols": ["I", "O", "O", "H", "H", "H", "H"],
  "positions_angstrom": [[-0.6189, 1.5245, 2.0044], [-0.3498, -1.7827, 0.4854], [0.0836, 1.2352, -1.7282], [1.0137, 1.1251, -1.9440], [0.0415, 1.0205, -0.7793], [0.3359, -2.1912, 1.0214], [-0.5060, -0.9314, 0.9402]],
  "lowdin_charge": [-0.53, -0.14, -0.12, 0.01, -0.09, 0.01, -0.15],
  "spin_multiplicity": 1,
  "relative_energy_ev": 0.131,
  "energy_ev": -12263.54065,
  "e_homo_ev": -3.896,
  "charge": -1,
  "molar_mass_g_mol": 162.9
}